[1]
Molecular formula: C13H26I2IrNOP2
Method: DFT, ωB97M-V/def2-TZVPD

Its charge is +3. The orbital gap (spin up / spin down) comes out at 7.69 / 4.16 eV. As for the spin multiplicity: 6.

```
46
Properties=species:S:1:pos:R:3:forces:R:3
Ir 0.056 -0.833 0.039 0.193 -1.135 0.080
I -1.847 5.169 -0.898 -1.534 0.080 -0.681
I 0.624 5.474 0.192 1.458 0.424 0.639
P 0.929 -0.264 -2.063 0.813 -0.579 -1.821
P -0.893 -0.203 2.088 -0.727 -0.519 1.839
O -0.194 2.165 -0.115 0.388 -4.068 0.224
N 0.228 -3.066 0.149 -0.211 2.312 -0.068
C -2.605 -0.855 2.090 0.062 -0.196 0.386
C -0.149 -3.882 1.201 0.433 -1.120 -0.757
C 0.123 -5.240 0.891 0.363 0.002 -0.827
C -0.741 -3.591 2.490 -0.428 0.802 0.800
C -0.235 -0.931 -3.311 0.331 -0.204 -0.214
C 0.676 -5.256 -0.375 -0.295 -0.339 0.751
C 0.735 -3.914 -0.820 -0.240 -0.948 0.807
C 2.719 -0.650 -2.011 -0.030 -0.232 -0.348
C 1.283 -3.660 -2.135 0.302 0.726 -0.850
C -1.260 1.534 2.543 0.346 0.140 -0.806
C 0.355 -0.568 3.378 -0.304 -0.226 0.234
C -0.095 0.994 -0.055 -0.558 5.502 -0.294
C 1.036 1.458 -2.681 -0.354 0.165 0.794
H 3.168 -0.865 -2.986 -0.124 0.043 0.098
H -0.092 -3.985 3.289 -0.115 0.176 -0.183
H -3.019 -1.046 3.086 0.106 0.051 -0.099
H 0.215 -1.149 -4.285 0.000 0.053 0.148
H -0.988 -0.150 -3.449 0.063 -0.070 0.003
H 1.477 1.456 -3.685 -0.080 -0.121 0.211
H -0.732 -1.813 -2.916 -0.002 -0.061 -0.148
H 1.024 -6.090 -0.977 -0.136 0.081 0.283
H 1.663 2.040 -1.994 -0.096 0.013 -0.368
H -1.961 1.953 1.810 0.091 0.049 0.364
H 0.977 -1.401 3.063 0.006 -0.043 0.151
H -0.060 -0.755 4.373 -0.001 0.039 -0.152
H -1.701 1.561 3.545 0.098 -0.126 -0.192
H -0.913 -2.528 2.648 -0.037 -0.474 0.189
H 0.706 -4.222 -2.887 0.082 0.203 0.151
H 2.899 -1.469 -1.321 0.116 -0.047 -0.097
H -0.324 2.107 2.527 -0.333 0.022 0.176
H -0.093 -6.051 1.574 0.091 -0.058 -0.195
H 2.304 -4.070 -2.191 -0.199 0.177 0.028
H -1.690 -4.141 2.592 0.179 0.201 -0.055
H 0.026 1.888 -2.713 0.333 0.040 -0.179
H -2.659 -1.751 1.478 -0.108 -0.055 0.103
H -3.210 -0.079 1.611 0.043 -0.068 0.048
H 1.297 -2.605 -2.395 0.101 -0.454 -0.140
H 3.195 0.248 -1.606 -0.033 -0.083 -0.043
H 0.984 0.325 3.430 -0.054 -0.079 0.007
```
Positions in Å, forces in eV/Å.

Results of the Löwdin charge analysis, in e, for atoms 1 through 8:
1. Ir 0.980
2. I 0.540
3. I 0.542
4. P 0.699
5. P 0.698
6. O -0.015
7. N -0.039
8. C -0.229

=====

[2]
Molecular formula: H12O6
Method: DFT, ωB97M-V/def2-TZVPD

The orbital gap comes out at 10.75 eV. The structure (SMILES) is O.O.O.O.O.O. As for the spin multiplicity: 1.

```
18
Properties=species:S:1:pos:R:3:forces:R:3
O -0.082 -3.426 2.078 0.245 0.048 0.177
O 0.216 -0.736 -0.621 -0.295 -0.300 -0.625
O -1.516 2.129 -2.235 0.059 -0.232 -0.133
O 1.635 2.060 1.504 0.057 0.339 -0.226
O 0.569 -0.713 2.118 0.191 0.633 0.104
O 0.416 0.376 -3.940 0.316 -0.135 -0.145
H 0.305 -0.898 0.318 0.401 0.119 0.404
H 1.009 2.532 2.053 -0.082 0.138 0.154
H 1.718 1.201 1.920 -0.066 -0.453 0.030
H -0.872 2.826 -2.107 0.258 0.249 0.014
H -0.503 -3.816 2.844 -0.078 -0.248 0.235
H -0.313 0.059 -0.679 -0.028 0.270 -0.156
H -0.108 0.801 -3.261 -0.278 0.055 0.289
H 0.030 0.677 -4.763 -0.098 0.055 -0.185
H -2.100 2.201 -1.479 -0.216 -0.026 0.153
H 0.772 -1.593 2.438 0.055 -0.625 0.081
H -0.375 -0.624 2.243 -0.241 0.109 0.222
H -0.803 -3.056 1.570 -0.199 0.004 -0.392
```
Positions in Å, forces in eV/Å.

Results of the Löwdin charge analysis, in e, for atoms 1 through 8:
1. O -0.034
2. O -0.051
3. O -0.037
4. O -0.055
5. O -0.046
6. O -0.053
7. H -0.036
8. H 0.024

=====

[3]
Molecular formula: C2H2N2S
Method: DFT, ωB97M-V/def2-TZVPD

The orbital gap comes out at 9.44 eV. The structure (SMILES) is N#C/C=N\S. As for the spin multiplicity: 1.

```
7
Properties=species:S:1:pos:R:3:forces:R:3
S 1.018 0.547 1.282 0.075 0.200 -0.005
N -0.600 1.743 -1.735 -0.547 -1.351 1.118
N 0.267 -0.793 0.619 -1.421 0.888 -2.178
C -0.471 -0.571 -0.418 -0.568 0.160 0.209
C -0.712 0.776 -1.095 1.345 -0.550 -0.180
H 1.521 -0.266 2.171 0.756 -0.015 1.007
H -1.023 -1.436 -0.825 0.360 0.667 0.028
```
Positions in Å, forces in eV/Å.

Atom-resolved charges from Löwdin, all expressed in e:
1. S 0.780
2. N 0.145
3. N -0.386
4. C -0.280
5. C -0.215
6. H -0.149
7. H 0.106

=====

[4]
Molecular formula: C9H23GeNO4RuS2Se2Si
Method: DFT, ωB97M-V/def2-TZVPD

Its charge is -1. The orbital gap (spin up / spin down) comes out at 7.62 / 6.52 eV. As for the spin multiplicity: 2.

```
44
Properties=species:S:1:pos:R:3:forces:R:3
Ru 0.653 1.738 -1.796 -0.191 -0.322 0.857
Se 0.329 2.360 0.560 -0.187 -0.178 0.201
Se 1.612 -0.491 -1.758 -0.037 0.230 0.207
Ge 0.342 -0.015 2.808 -0.060 -0.079 0.049
S 1.479 3.571 -3.036 0.118 0.121 -0.570
S -4.008 0.654 -1.577 -0.283 0.046 0.054
Si 0.155 -2.264 -1.880 -0.133 0.036 0.004
O 2.261 3.297 -1.771 -0.238 -0.500 -0.148
O 0.045 3.655 -2.521 0.240 -0.047 0.074
O 1.913 4.679 -3.822 0.031 0.001 0.054
O 1.482 2.217 -3.728 -0.278 0.304 -0.109
N -1.247 0.997 -1.681 0.689 0.226 -0.585
C -2.404 0.890 -1.659 -0.054 -0.069 0.031
C -1.058 3.691 0.329 -0.051 0.057 -0.052
C -1.531 -2.220 -1.060 0.165 0.074 -0.111
C 1.874 1.048 3.409 -0.055 -0.057 0.004
C 0.992 -1.700 2.063 0.007 0.121 0.073
C -0.744 1.065 1.553 0.206 0.099 0.116
C -0.844 -0.376 4.336 0.076 -0.008 -0.082
C -0.121 -2.582 -3.708 0.037 0.053 0.037
C 1.100 -3.728 -1.162 0.065 0.054 -0.144
H 2.160 -3.673 -1.421 -0.003 -0.037 -0.022
H -0.577 -3.563 -3.865 -0.017 -0.009 0.001
H -1.183 0.556 4.789 0.003 0.007 -0.002
H 1.022 -3.771 -0.078 -0.006 0.037 0.101
H -1.495 -1.940 -0.008 0.031 0.014 0.111
H 1.700 -2.157 2.758 -0.018 0.026 -0.005
H -1.941 -3.232 -1.131 -0.026 -0.009 0.038
H -1.356 0.494 0.860 0.032 -0.071 -0.104
H -0.784 -1.824 -4.128 0.007 0.033 -0.001
H -0.683 4.404 -0.404 -0.050 -0.039 0.074
H -0.327 -0.961 5.097 0.007 -0.003 0.003
H 0.824 -2.540 -4.253 -0.004 -0.030 -0.014
H 1.556 1.994 3.848 -0.010 0.013 -0.025
H 1.498 -1.514 1.117 0.032 -0.011 -0.073
H -1.951 3.199 -0.055 0.034 0.005 -0.021
H -1.247 4.160 1.291 -0.014 0.024 0.006
H 0.694 -4.658 -1.570 0.004 -0.005 0.013
H -1.409 1.666 2.177 -0.007 0.029 -0.043
H 2.540 1.263 2.574 0.012 0.010 0.007
H 0.179 -2.402 1.893 -0.088 -0.021 -0.031
H 2.432 0.489 4.163 -0.001 -0.005 -0.004
H -2.217 -1.537 -1.562 0.025 -0.120 0.028
H -1.720 -0.937 4.009 -0.009 0.002 0.000
```
Positions in Å, forces in eV/Å.

Results of the Löwdin charge analysis, in e, for atoms 1 through 8:
1. Ru 0.731
2. Se 0.928
3. Se 0.351
4. Ge 0.751
5. S 0.274
6. S 0.474
7. Si 0.134
8. O -0.444

=====

Energy relative to the best compared isomer or geometry (same formula, charge and spin) for every record listed, in sequence, given in kcal per mole: 0.00; 33.55; 33.63; 15.71.